1.
Here is a molecular structure, C24H17AuF5N4SSe from the Open Molecules 2025 dataset. Energies are from ωB97M-V with the def2-TZVPD basis set.

Geometry (Å):
Au  -1.08  -5.21  14.72
Se  3.57  -6.30  18.42
S  -2.03  -8.02  15.64
F  5.12  -3.74  19.16
F  3.81  -7.86  21.11
F  7.17  -3.59  20.83
F  7.71  -5.66  22.58
F  5.89  -7.62  22.98
N  -3.68  -6.56  17.67
N  -2.07  -6.35  15.99
N  0.22  -4.28  13.56
N  -3.54  -3.58  15.81
C  6.62  -5.68  21.86
C  -4.32  -8.52  18.91
C  -3.00  -5.79  16.80
C  1.52  -4.65  13.61
C  -3.76  -2.48  18.38
C  -1.13  -2.50  12.43
C  4.51  -5.89  19.94
C  0.17  -3.03  12.98
C  5.26  -4.71  20.07
C  -4.01  -9.80  19.29
C  -3.83  -2.29  15.97
C  2.31  -3.51  13.39
C  -2.22  -9.91  17.68
C  6.32  -4.66  20.97
C  4.67  -6.83  21.04
C  1.45  -2.47  12.98
C  -3.27  -4.29  16.96
C  -3.55  -7.92  17.87
C  -3.37  -3.76  18.23
C  -4.06  -1.73  17.22
C  2.07  -6.01  13.75
C  -2.58  -8.70  17.13
C  -2.95  -10.47  18.71
C  5.67  -6.72  21.96
H  -3.38  -4.45  19.06
H  3.39  -3.45  13.50
H  -1.64  -10.63  17.05
H  -1.10  -1.36  12.27
H  -2.57  -11.41  19.11
H  1.58  -6.59  14.51
H  -5.18  -7.86  19.21
H  -4.65  -0.80  17.31
H  -4.02  -1.79  15.02
H  -1.94  -2.66  13.19
H  -4.26  -6.09  18.31
H  -4.64  -10.38  20.02
H  -1.45  -2.91  11.45
H  3.13  -5.80  13.98
H  -3.85  -1.99  19.34
H  1.61  -1.50  12.52
H  1.94  -6.67  12.83

Calculated values
**Expectation value of S²**: 2.0354
**Gap between HOMO and LUMO (spin up / spin down)**: 7.16 / 5.40 eV
**HOMO energy (spin up / spin down)**: -10.4 / -10.4 eV
**Charge**: +1
**Multiplicity**: 3
**Energy above the lowest of the compared OMol25 structures with the same formula, charge and spin**: 0.0 kcal/mol
**E_tot**: -124574.9840 eV

Atomic partial charges in e from the natural (NBO) method, atoms 1 to 8:
1. Au 0.58
2. Se 0.22
3. S 0.52
4. F -0.28
5. F -0.28
6. F -0.29
7. F -0.25
8. F -0.29


2.
Here is 14 unconnected molecules or ions with the total composition C74H87N19O23 from the Open Molecules 2025 dataset. Energies are from ωB97M-V with the def2-TZVPD basis set.

Geometry (Å):
O  19.14  9.09  22.93
O  13.67  8.62  18.41
O  19.77  15.76  15.04
O  15.55  8.07  17.88
O  23.70  16.80  20.64
O  22.27  11.46  23.41
O  16.18  14.35  12.26
O  19.11  7.75  21.24
O  19.58  14.30  23.87
O  14.98  15.54  11.00
O  23.03  16.88  22.71
O  24.19  12.31  23.53
O  10.82  11.62  13.18
O  15.03  15.93  13.08
O  19.92  15.52  25.55
O  10.88  12.30  11.20
O  18.51  9.81  21.06
O  14.33  6.67  18.91
O  12.70  11.73  12.24
O  23.46  11.61  21.66
O  21.54  16.00  16.30
O  19.75  16.40  23.58
O  25.04  16.80  22.19
N  19.68  15.46  24.32
N  15.14  12.10  15.83
N  23.89  16.86  21.87
N  21.80  11.43  13.55
N  18.91  8.87  21.76
N  25.42  13.68  19.13
N  17.86  11.82  24.98
N  20.07  18.45  19.36
N  30.41  14.72  28.91
N  14.52  7.79  18.42
N  15.15  9.08  21.76
N  13.97  16.80  16.35
N  12.31  15.26  23.27
N  20.41  13.98  20.19
N  15.37  15.23  12.15
N  23.35  11.74  22.92
N  11.48  11.88  12.17
N  24.12  14.99  25.70
N  21.43  12.67  30.91
C  18.51  12.99  18.34
C  16.81  13.67  16.47
C  19.12  12.28  27.37
C  17.72  17.98  19.60
C  20.46  14.35  18.87
C  20.54  11.70  30.81
C  12.95  13.76  21.61
C  28.18  13.91  28.71
C  15.61  13.32  15.84
C  16.31  17.56  17.58
C  18.49  12.59  19.68
C  17.12  11.95  26.07
C  15.75  11.16  16.57
C  19.82  12.55  28.66
C  23.99  12.91  16.89
C  17.76  12.25  27.29
C  26.54  14.85  27.01
C  19.88  12.09  26.21
C  13.90  11.52  22.26
C  19.46  13.09  20.59
C  25.08  14.63  18.19
C  13.30  12.79  22.59
C  26.56  14.89  25.62
C  25.12  12.34  18.99
C  26.27  13.99  20.31
C  12.69  14.41  24.28
C  21.18  10.95  12.33
C  14.17  16.42  17.60
C  23.13  11.00  13.78
C  20.90  16.21  15.26
C  21.90  12.88  15.42
C  21.41  14.44  21.18
C  11.80  16.63  23.58
C  21.34  18.91  19.97
C  15.83  7.75  21.45
C  16.90  11.36  17.27
C  20.79  13.55  28.82
C  19.52  13.89  17.94
C  15.30  16.80  18.26
C  14.04  11.70  14.95
C  20.03  18.34  18.02
C  25.33  14.80  27.71
C  12.86  16.19  15.60
C  14.82  17.65  15.69
C  22.29  12.75  32.15
C  19.00  18.24  20.18
C  21.53  17.11  14.18
C  13.75  10.45  23.19
C  25.29  14.97  25.02
C  27.87  14.73  27.68
C  17.20  11.90  23.73
C  18.78  18.08  17.47
C  22.81  14.92  25.02
C  24.42  11.92  17.84
C  19.75  11.60  29.66
C  21.57  13.61  29.96
C  30.19  15.57  27.85
C  13.10  13.13  23.97
C  19.24  11.72  25.05
C  15.30  10.07  20.86
C  21.21  12.37  14.32
C  12.41  14.97  21.99
C  14.44  9.25  22.93
C  17.45  12.68  17.30
C  23.24  12.42  15.71
C  24.28  14.26  17.05
C  23.84  11.48  14.88
C  28.91  15.61  27.29
C  14.62  11.27  21.06
C  29.42  13.89  29.37
C  24.12  14.80  27.01
C  16.05  17.95  16.28
C  17.61  17.88  18.22
C  31.73  14.77  29.53
H  19.77  11.60  24.12
H  27.24  13.49  20.27
H  22.39  13.81  32.38
H  32.45  15.06  28.75
H  20.54  10.99  31.62
H  16.12  11.94  23.87
H  21.49  13.70  21.97
H  18.67  17.97  16.40
H  23.22  12.26  31.84
H  17.14  12.38  28.17
H  12.67  16.84  14.74
H  32.02  13.81  29.94
H  21.22  15.04  18.54
H  22.11  17.97  14.53
H  15.16  10.26  16.61
H  16.40  7.67  20.52
H  11.06  16.80  22.81
H  13.47  15.72  18.04
H  15.04  14.03  15.26
H  30.93  16.33  27.65
H  21.44  18.51  20.98
H  23.41  10.21  13.10
H  17.28  10.45  17.72
H  25.41  14.70  28.78
H  15.52  16.47  19.26
H  15.88  9.93  19.96
H  29.74  13.19  30.12
H  17.18  14.68  16.47
H  16.43  7.50  22.33
H  19.16  18.28  21.24
H  23.79  14.91  16.34
H  22.30  15.88  25.09
H  16.05  11.81  25.99
H  20.94  12.30  26.27
H  20.92  14.31  28.06
H  22.37  14.51  20.67
H  17.45  11.10  23.03
H  21.07  15.39  21.58
H  21.34  20.00  19.96
H  13.13  15.20  15.23
H  25.79  13.67  21.23
H  23.12  14.69  27.42
H  22.22  16.40  13.72
H  21.83  12.23  32.99
H  17.53  12.89  23.40
H  13.46  12.56  14.62
H  25.07  15.02  23.96
H  27.41  13.21  29.00
H  12.70  17.24  23.53
H  12.50  14.72  25.29
H  24.75  10.97  15.13
H  19.32  12.85  21.64
H  17.70  11.96  20.06
H  22.24  14.08  25.41
H  21.84  10.58  11.54
H  20.78  17.63  13.60
H  28.71  16.26  26.45
H  21.62  13.63  16.14
H  19.57  14.28  16.93
H  20.19  12.66  14.13
H  12.08  15.73  21.30
H  11.34  16.66  24.57
H  16.68  18.58  15.66
H  22.17  14.45  30.26
H  26.34  15.08  20.29
H  31.77  15.67  30.14
H  22.98  14.57  24.00
H  25.42  15.64  18.36
H  20.45  11.68  11.98
H  20.56  10.11  12.62
H  14.65  17.90  14.66
H  13.16  10.67  24.06
H  25.30  11.71  19.85
H  14.62  12.02  20.29
H  13.04  13.59  20.55
H  14.36  11.24  14.01
H  14.32  8.38  23.57
H  27.40  14.79  24.95
H  15.14  6.91  21.45
H  19.08  10.75  29.57
H  24.15  10.88  17.94
H  11.95  16.12  16.19
H  13.25  12.48  24.82
H  20.92  18.57  17.45
H  13.30  11.11  15.49
H  16.94  17.82  20.33
H  22.16  18.49  19.40

Calculated values
**Gap between HOMO and LUMO**: 1.35 eV
**HOMO energy**: -10.9 eV
**Charge**: +4
**E_tot**: -153482.7334 eV

Atomic partial charges in e from the Löwdin method, atoms 1 to 8:
1. O -0.04
2. O -0.05
3. O -0.06
4. O -0.04
5. O -0.08
6. O -0.04
7. O -0.04
8. O 0.00


3.
Here is C5H9NO3 in the gas phase from the Open Molecules 2025 dataset. Energies are from ωB97M-V with the def2-TZVPD basis set.

Geometry (Å):
O  -1.66  -1.54  0.36
O  1.99  0.86  -1.08
O  -2.72  0.00  -0.76
N  0.63  -0.19  0.38
C  2.94  -0.85  0.26
C  1.87  0.02  -0.20
C  -0.53  0.53  0.02
C  -0.90  1.62  0.94
C  -1.61  -0.49  -0.15
H  -0.46  0.74  -0.80
H  0.01  2.36  0.98
H  4.04  -0.67  -0.35
H  -0.79  1.27  1.79
H  3.19  -0.64  1.40
H  0.45  -0.86  1.14
H  -1.86  2.24  0.56
H  2.97  -1.78  0.20
H  -3.48  -0.89  -0.89

Calculated values
**Gap between HOMO and LUMO**: 10.35 eV
**HOMO energy**: -9.9 eV
**Energy above the lowest of the compared OMol25 structures with the same formula, charge and spin**: 119.6 kcal/mol
**E_tot**: -12959.5200 eV
**SMILES**: CC(=O)N[C@H](C)C(=O)O

Atomic partial charges in e from the natural (NBO) method, atoms 1 to 8:
1. O -0.59
2. O -0.61
3. O -0.70
4. N -0.61
5. C -0.68
6. C 0.66
7. C -0.13
8. C -0.57


4.
Here is a molecular structure, C13H17BrOPt from the Open Molecules 2025 dataset. Energies are from ωB97M-V with the def2-TZVPD basis set.

Geometry (Å):
Pt  -1.31  1.10  -0.89
Br  -3.05  0.72  0.71
O  0.72  1.25  -0.63
C  -1.21  -2.39  -1.75
C  2.26  3.00  -0.33
C  0.47  -2.76  1.18
C  -0.85  -2.74  1.70
C  0.17  -0.73  2.15
C  0.24  2.84  1.19
C  1.30  2.11  0.41
C  1.07  -1.49  1.37
C  -1.00  -1.50  2.40
C  -2.14  -1.37  -2.00
C  0.04  -0.52  -2.31
C  -1.42  -0.19  -2.48
C  0.12  -1.87  -1.94
H  0.68  3.61  1.85
H  0.86  0.06  -2.71
H  -0.43  3.33  0.47
H  -1.45  -3.45  -1.53
H  1.92  1.47  1.05
H  1.75  3.58  -1.10
H  -1.63  -3.48  1.56
H  3.05  2.41  -0.82
H  -0.35  2.16  1.81
H  1.03  -2.51  -1.93
H  -1.82  0.72  -2.91
H  1.99  -1.12  0.93
H  2.77  3.71  0.32
H  -1.87  -1.14  2.94
H  -3.23  -1.47  -1.96
H  0.96  -3.62  0.80
H  0.34  0.30  2.44

Calculated values
**Expectation value of S²**: 2.0116
**Gap between HOMO and LUMO (spin up / spin down)**: 4.12 / 4.15 eV
**HOMO energy (spin up / spin down)**: 0.8 / 0.8 eV
**Charge**: -2
**Multiplicity**: 3
**Energy above the lowest of the compared OMol25 structures with the same formula, charge and spin**: 0.0 kcal/mol
**E_tot**: -89088.3804 eV

Atomic partial charges in e from the natural (NBO) method, atoms 1 to 8:
1. Pt 0.78
2. Br -0.58
3. O -0.82
4. C -0.26
5. C -0.61
6. C -0.37
7. C -0.37
8. C -0.37


5.
Here is C4H9NO2 in the gas phase from the Open Molecules 2025 dataset. Energies are from ωB97M-V with the def2-TZVPD basis set.

Geometry (Å):
O  -1.14  -0.76  0.24
O  -0.59  1.63  1.90
N  0.50  -0.94  -1.42
C  -0.37  -0.26  -0.55
C  0.49  1.50  1.03
C  0.77  -2.35  -1.03
C  0.05  1.22  -0.41
H  -0.87  1.78  -0.56
H  1.33  -0.38  -1.56
H  0.28  -2.63  -0.05
H  1.13  0.68  1.38
H  1.06  2.46  1.03
H  0.86  1.49  -1.08
H  0.25  -2.99  -1.76
H  1.83  -2.53  -1.10
H  -0.74  0.92  2.53

Calculated values
**Gap between HOMO and LUMO**: 10.40 eV
**HOMO energy**: -9.6 eV
**Energy above the lowest of the compared OMol25 structures with the same formula, charge and spin**: 34.3 kcal/mol
**E_tot**: -9878.5740 eV
**SMILES**: CNC(=O)CCO

Atomic partial charges in e from the natural (NBO) method, atoms 1 to 8:
1. O -0.60
2. O -0.73
3. N -0.63
4. C 0.70
5. C -0.04
6. C -0.44
7. C -0.53
8. H 0.24


6.
Here is a molecular structure, C14H39AlBN2O2 from the Open Molecules 2025 dataset. Energies are from ωB97M-V with the def2-TZVPD basis set.

Geometry (Å):
Al  -0.79  -1.43  -3.61
O  1.79  0.25  -4.59
O  0.85  1.04  -2.59
N  3.60  2.37  1.42
N  -4.69  -2.28  0.55
C  3.07  -1.71  -3.80
C  -5.19  -1.91  1.86
C  2.59  -0.85  -4.96
C  4.27  3.96  3.31
C  4.54  2.70  2.48
C  2.95  4.57  0.28
C  -4.81  -4.71  0.99
C  -3.98  -3.54  0.48
C  -4.03  -1.21  -0.20
C  2.27  2.04  1.90
C  -4.20  -1.83  3.02
C  3.65  3.20  0.23
C  -2.64  -0.75  0.25
C  1.39  1.42  0.83
B  0.79  0.07  -3.63
H  0.45  1.07  1.26
H  1.31  0.64  -1.84
H  3.51  5.30  0.86
H  -4.74  -1.80  3.97
H  -2.16  -0.70  -3.06
H  2.07  -1.48  -5.69
H  4.57  1.84  3.16
H  -4.71  -0.36  -0.23
H  1.95  4.49  0.70
H  -1.97  -1.60  0.41
H  -3.57  -0.94  2.97
H  2.28  -2.36  -3.42
H  4.92  3.97  4.19
H  -5.97  -2.63  2.14
H  -4.29  -5.65  0.79
H  1.74  2.92  2.32
H  -5.78  -4.75  0.47
H  -3.73  -3.71  -0.57
H  -5.00  -4.66  2.06
H  2.39  1.34  2.73
H  3.24  4.00  3.67
H  -1.10  -2.09  -5.08
H  -2.68  -0.16  1.16
H  -5.70  -0.95  1.75
H  -2.21  -0.14  -0.54
H  2.85  4.96  -0.73
H  -3.02  -3.53  1.03
H  -3.54  -2.70  3.05
H  3.45  -1.08  -2.99
H  -0.41  -2.61  -2.52
H  3.90  -2.34  -4.13
H  3.47  -0.44  -5.47
H  5.53  2.77  2.03
H  1.15  2.12  0.03
H  4.71  3.34  -0.02
H  4.47  4.87  2.75
H  1.90  0.56  0.39
H  3.22  2.63  -0.60
H  -3.94  -1.56  -1.24

Calculated values
**Gap between HOMO and LUMO**: 6.75 eV
**HOMO energy**: -4.1 eV
**Charge**: -1
**E_tot**: -29500.3147 eV

Atomic partial charges in e from the natural (NBO) method, atoms 1 to 8:
1. Al 0.47
2. O -0.77
3. O -1.00
4. N -0.45
5. N -0.45
6. C -0.65
7. C -0.21
8. C -0.05